(1)
A molecular structure, C8H14NO2S, computed with ωB97M-V/def2-TZVPD.

The geometry in ORCA input format:
```
! RIJCOSX wB97M-V def2-TZVPD def2/J DEFGRID3
* xyz 1 1
S 1.039 -1.592 -0.125
O 1.631 -2.424 -1.106
O 1.189 -1.783 1.287
N -0.234 0.366 -0.087
C -0.657 -0.997 -0.477
C -0.621 0.630 1.384
C 2.282 1.015 0.460
C 1.316 0.251 -0.389
C -2.992 -2.057 -0.061
C -1.777 -1.813 0.328
C 3.096 1.869 -0.134
C -0.756 1.436 -0.954
H -1.470 -2.300 1.280
H 2.174 0.691 1.570
H -1.651 0.675 1.325
H -0.417 1.388 -1.924
H -3.530 -2.731 0.420
H 0.100 1.452 1.637
H 2.894 1.990 -1.249
H 3.683 2.369 0.625
H -0.443 -0.336 1.853
H -3.302 -1.560 -1.017
H -1.815 1.693 -0.745
H -0.437 2.456 -0.749
H -0.730 -1.180 -1.620
H 1.428 0.491 -1.531
*
```

- Gap between HOMO and LUMO: 10.91 eV
- HOMO level: -14.28 eV
- Relative energy (zero: lowest compared OMol25 entry of this formula, charge and spin): 5.324 eV
- E_tot: -916.215744 Eh

***

(2)
A gas-phase ion, C8H14NO3 (charge +1), computed with ωB97M-V/def2-TZVPD.

The geometry in ORCA input format:
```
! RIJCOSX wB97M-V def2-TZVPD def2/J DEFGRID3
* xyz 1 1
O -2.310 -1.944 0.749
O -0.153 -0.185 -1.784
O 1.059 1.596 1.204
N 1.592 -0.766 -0.392
C 0.552 0.213 -0.715
C 2.943 -0.231 -0.572
C -2.676 0.254 -0.219
C 0.301 1.221 0.072
C -2.033 -0.687 0.527
C -2.219 1.579 -0.436
C -0.928 2.047 -0.170
C 1.386 -1.413 0.881
H 1.278 -0.693 1.658
H 0.475 -1.987 0.726
H -3.024 2.293 -0.444
H -1.132 -0.059 -1.704
H -3.707 -0.002 -0.487
H -3.077 -2.177 0.200
H 2.188 -2.116 0.980
H -0.799 3.090 0.020
H 3.253 0.451 0.296
H 2.829 0.384 -1.505
H 0.565 2.150 1.819
H -1.236 -0.420 1.082
H 3.656 -1.111 -0.735
H 1.217 -1.487 -1.055
*
```

- Gap between HOMO and LUMO: 8.33 eV
- HOMO level: -11.82 eV
- Relative energy (zero: lowest compared OMol25 entry of this formula, charge and spin): 1.807 eV
- SMILES: C[NH+](C)/C(O)=C(O)/C=C\C=C\O
- E_tot: -593.349556 Eh

***

(3)
C8H14NO5P in the gas phase, computed with ωB97M-V/def2-TZVPD.

The geometry in ORCA input format:
```
! RIJCOSX wB97M-V def2-TZVPD def2/J DEFGRID3
* xyz 0 1
P 3.449 1.167 0.110
O 1.891 1.241 0.641
O 2.644 -2.524 0.207
O 4.221 2.369 0.350
O 1.652 -0.711 -0.560
O 0.162 0.775 -0.979
N 2.326 1.470 -1.448
C 1.413 0.730 -0.570
C 3.809 -0.689 0.625
C 1.700 -3.460 -0.460
C 2.715 -1.259 0.084
C -0.853 2.464 0.544
C -2.074 0.967 -1.031
C -0.947 1.010 0.026
C -0.780 -0.095 1.053
H 2.491 1.201 -2.395
H -2.176 -0.029 -1.477
H 0.150 2.722 0.794
H 0.643 -2.923 -0.424
H -2.008 1.697 -1.737
H -3.132 1.025 -0.541
H 1.923 -3.495 -1.489
H -1.378 3.064 -0.031
H 4.515 -0.953 1.359
H -0.841 0.249 2.086
H 1.708 -4.359 -0.010
H -1.513 -0.799 0.989
H 0.166 -0.610 0.971
H -1.472 2.598 1.473
*
```

- Gap between HOMO and LUMO: 9.76 eV
- HOMO level: -9.18 eV
- Relative energy (zero: lowest compared OMol25 entry of this formula, charge and spin): 4.033 eV
- E_tot: -1085.442537 Eh

***

(4)
2 unconnected molecules or ions with the total composition C8H14NP, computed with ωB97M-V/def2-TZVPD.

The geometry in ORCA input format:
```
! RIJCOSX wB97M-V def2-TZVPD def2/J DEFGRID3
* xyz 0 1
P 0.778 -2.156 -0.466
N -1.427 0.716 -1.253
C 2.046 0.151 0.733
C -2.491 0.947 -0.335
C -0.576 1.624 -1.373
C 4.187 0.072 -0.473
C -2.343 -1.356 0.260
C -2.345 -0.040 0.820
C 3.588 0.389 0.689
C 1.336 -0.843 0.280
H 1.483 0.964 1.189
H -3.299 -1.591 -0.123
H 0.195 1.713 -2.053
H -2.549 2.099 0.095
H -3.149 0.042 1.545
H -1.993 -2.228 0.909
H -1.503 0.123 1.358
H 5.229 0.160 -0.432
H 0.620 -3.045 0.592
H 4.099 1.056 1.354
H 3.741 -0.688 -1.176
H -0.616 2.540 -0.751
H -3.354 0.711 -0.798
H -1.657 -1.361 -0.590
*
```

- Gap between HOMO and LUMO: 9.31 eV
- HOMO level: -8.85 eV
- Relative energy (zero: lowest compared OMol25 entry of this formula, charge and spin): 3.892 eV
- SMILES: C=CC=C=P.C=NCCC
- E_tot: -709.136168 Eh

***

(5)
C8H14O2 in the gas phase, computed with ωB97M-V/def2-TZVPD.

The geometry in ORCA input format:
```
! RIJCOSX wB97M-V def2-TZVPD def2/J DEFGRID3
* xyz 0 1
O -1.239 0.092 1.421
O -0.042 -0.088 -0.940
C -2.179 1.091 -0.461
C -1.399 0.550 -2.770
C -2.489 0.193 0.730
C -0.070 -0.312 0.526
C -1.209 0.448 -1.418
C 2.619 -1.622 0.813
C 2.546 -0.199 0.484
C 1.175 0.493 1.007
H 3.295 0.400 1.014
H 1.277 0.586 2.063
H 2.256 -1.760 1.808
H 1.163 1.482 0.573
H -0.690 0.246 -3.537
H 3.610 -2.012 0.787
H -1.822 2.119 -0.093
H -3.111 1.414 -0.988
H 2.016 -2.281 0.177
H -3.308 0.415 1.452
H 0.023 -1.362 0.805
H -2.329 0.988 -3.178
H 2.645 -0.091 -0.630
H -2.740 -0.788 0.354
*
```

- Gap between HOMO and LUMO: 9.60 eV
- HOMO level: -8.59 eV
- Relative energy (zero: lowest compared OMol25 entry of this formula, charge and spin): 2.295 eV
- SMILES: C=C1CCO[C@H](CCC)O1
- E_tot: -463.621541 Eh

***

(6)
C8H14O2Si in the gas phase, computed with ωB97M-V/def2-TZVPD.

The geometry in ORCA input format:
```
! RIJCOSX wB97M-V def2-TZVPD def2/J DEFGRID3
* xyz 0 1
Si -1.151 -0.383 0.020
O 2.811 -0.569 0.100
O 1.329 -1.983 1.080
C 2.866 0.628 -0.608
C 1.576 -0.942 0.561
C -2.299 1.004 -0.619
C 1.390 1.289 -0.483
C -1.736 -1.025 1.681
C 1.008 1.606 0.881
C -0.750 -1.709 -1.365
C 0.589 0.226 0.285
H 3.545 1.389 -0.260
H -1.243 -0.338 2.411
H 0.800 1.668 -1.257
H -1.826 1.732 -1.348
H 0.040 -2.450 -1.073
H -1.604 -2.289 -1.554
H -0.338 -1.354 -2.364
H -2.820 -1.145 1.862
H -1.215 -2.030 2.052
H -2.862 1.681 0.097
H 3.082 0.421 -1.603
H -3.079 0.633 -1.229
H 0.253 2.346 0.989
H 1.632 1.593 1.745
*
```

- Gap between HOMO and LUMO: 10.56 eV
- HOMO level: -9.81 eV
- Relative energy (zero: lowest compared OMol25 entry of this formula, charge and spin): 2.125 eV
- SMILES: C[Si](C)(C)[C@]12C[C@H]1COC2=O
- E_tot: -753.175917 Eh

***

(7)
A molecular structure, C8H14OPPd, computed with ωB97M-V/def2-TZVPD.

The geometry in ORCA input format:
```
! RIJCOSX wB97M-V def2-TZVPD def2/J DEFGRID3
* xyz -1 3
Pd 0.122 0.215 -1.139
P 1.820 -1.198 -0.943
O -0.071 -0.249 1.112
C -1.225 -0.989 3.000
C -0.762 2.400 -1.726
C -1.896 1.524 -1.587
C 0.045 -0.633 2.285
C 0.133 1.845 -2.701
C -0.434 0.596 -3.183
C 1.359 -0.704 3.001
C -1.677 0.403 -2.459
H -2.361 -0.404 -2.637
H 1.446 -2.571 -0.861
H 1.840 0.286 2.954
H 2.703 -1.004 0.160
H 2.032 -1.404 2.481
H -1.903 -0.123 2.916
H 1.050 2.284 -3.070
H -2.721 1.639 -0.887
H -0.629 3.343 -1.217
H 2.646 -1.104 -2.100
H -1.033 -1.259 4.024
H 1.209 -1.002 4.032
H -1.714 -1.804 2.441
H 0.018 -0.087 -3.898
*
```

- Gap between HOMO and LUMO (spin up / spin down): 3.75 / 6.83 eV
- HOMO level (spin up / spin down): 0.08 / -3.10 eV
- Relative energy (zero: lowest compared OMol25 entry of this formula, charge and spin): 0.000 eV
- E_tot: -857.581828 Eh

***

(8)
C8H14S2 in the gas phase, computed with ωB97M-V/def2-TZVPD.

The geometry in ORCA input format:
```
! RIJCOSX wB97M-V def2-TZVPD def2/J DEFGRID3
* xyz 0 1
S 0.367 1.913 0.516
S 2.052 -1.481 0.580
C -1.361 0.157 2.057
C 1.191 1.483 -0.980
C -1.511 -0.385 0.571
C -2.577 0.172 -0.443
C -0.447 0.498 0.983
C -1.357 -1.829 0.415
C 2.580 0.929 -0.660
C 2.589 -0.521 -0.865
H -1.054 -0.517 2.929
H -2.330 -2.288 0.532
H -3.541 -0.369 -0.582
H -2.060 0.238 -1.446
H 2.823 1.139 0.486
H 3.385 1.461 -1.230
H -2.928 1.201 -0.067
H -1.020 -2.226 -0.541
H -2.049 0.939 2.329
H -0.649 -2.322 1.188
H 0.736 0.801 -1.718
H 2.074 -0.596 -1.829
H 1.413 2.525 -1.343
H 3.673 -0.920 -0.884
*
```

- Gap between HOMO and LUMO (spin up / spin down): 8.57 / 5.55 eV
- HOMO level (spin up / spin down): -8.59 / -6.92 eV
- Relative energy (zero: lowest compared OMol25 entry of this formula, charge and spin): 3.325 eV
- E_tot: -1109.414844 Eh